{"formula": "C6H12O", "method": "ωB97M-V/def2-TZVPD", "symbols": ["C", "C", "C", "C", "C", "C", "O", "H", "H", "H", "H", "H", "H", "H", "H", "H", "H", "H", "H"], "coordinates": [[0.31733, 1.22166, 2.00650], [-0.16255, -0.15173, 1.51973], [0.64597, -0.74850, 0.36989], [0.04215, -1.62823, -0.69269], [0.52762, -0.24878, -1.04356], [-0.51081, 0.76089, -1.46544], [-0.85647, 0.59219, -2.82768], [1.35566, 1.17973, 2.35360], [-0.29931, 1.58361, 2.83982], [0.26508, 1.96779, 1.20525], [-1.21389, -0.07839, 1.21598], [-0.13557, -0.85948, 2.35670], [1.56664, -1.23592, 0.63173], [0.63205, -2.46612, -1.06858], [-1.01879, -1.82748, -0.61778], [1.44158, -0.18963, -1.62926], [-1.40248, 0.69161, -0.82146], [-0.12076, 1.77842, -1.38092], [-1.07344, -0.34164, -2.95185]], "nbo_charge": [-0.60, -0.40, -0.22, -0.43, -0.26, -0.06, -0.71, 0.20, 0.21, 0.20, 0.20, 0.21, 0.22, 0.22, 0.21, 0.22, 0.16, 0.18, 0.46], "homo_energy_ev": -10.094, "gap_ev": 11.137, "e_tot_ha": -311.01143}